Entry from the Open Molecules 2025 dataset: a structure of composition C8H7NOS (the ωB97M-V functional and the def2-TZVPD basis).

XYZ file:
```
18
Properties=species:S:1:pos:R:3:forces:R:3:nbo_charge:R:1
C 2.7689 -1.5027 -0.0358 -0.720 0.619 -0.470 0.2826
C -0.0570 0.4085 -1.5584 0.266 1.143 0.641 -0.1976
C 0.9221 -0.4887 -1.5294 0.922 -1.381 -0.219 -0.1744
C 2.2942 1.2071 0.1411 0.289 -2.527 -1.344 0.4318
C -0.5306 0.2347 0.7410 -2.144 -1.403 1.168 -0.4071
C 0.6978 -0.6483 1.0349 0.288 0.866 0.359 -0.4017
C -0.4002 1.2646 -0.3586 3.142 -1.980 0.962 -0.3548
C 1.6370 -0.5615 -0.1826 1.384 2.135 0.374 -0.2513
N 3.5982 -2.2894 0.0899 -0.080 0.199 0.015 -0.2973
O 3.4626 1.4020 0.2355 -0.811 0.012 0.330 -0.5089
S 0.9926 2.3737 0.1178 0.313 0.223 -0.067 0.2538
H -0.6258 0.6445 -2.3831 -1.022 -0.002 -2.106 0.2190
H 1.2136 -1.1905 -2.4346 -0.611 1.705 2.105 0.2550
H -1.2970 -0.4864 0.3431 0.340 0.713 0.536 0.2144
H -0.9774 0.6705 1.6608 0.497 -0.229 -0.431 0.2272
H 1.2325 -0.3226 1.9906 -0.590 -0.546 -1.353 0.2327
H 0.3762 -1.6798 1.1264 -0.049 -0.127 0.369 0.2278
H -1.1998 1.9393 -0.3040 -1.415 0.578 -0.868 0.2488
```
Positions in Å, forces in eV/Å.

Frontier orbital gap (eV): 9.4
ΔE to the lowest compared entry with this formula, charge and spin (kcal per mole): 49.14
HOMO (eV): -9.18
Strongest force on any atom (eV/Å): 3.84
Energy (Ha): -837.1550


Entry from the Open Molecules 2025 dataset: the molecule C11H10BrNO2 (the ωB97M-V functional and the def2-TZVPD basis).

XYZ file:
```
25
Properties=species:S:1:pos:R:3:forces:R:3:lowdin_spin:R:1
C -1.5278 1.7172 -0.8500 -3.890 0.478 -1.884 0.2591
C -1.0814 0.8060 -1.8120 -0.756 0.798 1.076 0.0560
C -0.8734 1.9453 0.2699 1.311 1.300 4.271 0.1105
C -0.1021 -0.0339 -1.5196 0.336 -1.033 -0.230 0.2040
C 0.2874 1.2250 0.5154 -3.034 -1.133 -1.159 0.2481
C 0.3587 -0.1503 -0.0625 0.389 1.627 -1.990 0.0729
C 1.3858 1.8612 0.9789 5.437 2.352 3.357 0.3172
C 2.7611 1.3847 0.9057 -3.601 1.829 -0.070 0.0968
C -0.9152 -1.0400 0.5023 1.853 2.068 0.154 0.0619
C 2.9055 0.2314 0.2204 -2.116 -1.878 -0.611 0.2836
C -1.8819 -3.0327 0.7067 -3.763 -0.147 -1.451 0.0041
N 1.7531 -0.5133 -0.1475 1.683 -2.311 0.182 0.1382
O -1.8661 -0.5230 1.0096 0.305 0.525 0.165 0.0239
O -0.8188 -2.2964 0.2035 1.495 -0.403 -0.313 0.0234
Br 4.4745 -0.6458 -0.1978 0.620 -0.082 -0.034 0.0578
H -2.4685 2.3003 -0.8736 0.455 -0.627 -1.003 0.0126
H -1.6130 0.7154 -2.6842 -0.874 0.054 -2.292 -0.0010
H -1.3206 2.7318 0.9775 1.445 -0.934 -1.068 0.0037
H 0.2301 -0.6950 -2.3307 0.235 -0.153 0.806 0.0104
H 1.1984 2.8552 1.4704 0.418 -1.015 -0.673 0.0124
H 3.5627 2.0392 1.1516 0.489 0.129 0.335 -0.0018
H -2.3014 -3.6147 -0.2236 0.166 1.260 1.947 0.0011
H -2.6085 -2.2801 1.2721 1.161 -2.175 -1.588 0.0007
H -1.5307 -3.7541 1.3694 0.769 -1.203 1.229 0.0002
H 1.9922 -1.2334 -0.8518 -0.532 0.676 0.845 0.0041
```
Positions in Å, forces in eV/Å.

Frontier orbital gap (alpha / beta) (eV): 5.8 / 6.3
ΔE to the lowest compared entry with this formula, charge and spin (kcal per mole): 15.81
Expectation value of S²: 2.02
HOMO (alpha / beta) (eV): -5.11 / -8.21
Strongest force on any atom (eV/Å): 6.81
Spin multiplicity: 3
Energy (Ha): -3204.2037


Entry from the Open Molecules 2025 dataset: a structure of composition C18H16BrInO13P (the ωB97M-V functional and the def2-TZVPD basis).

XYZ file:
```
50
Properties=species:S:1:pos:R:3:forces:R:3:mulliken_charge:R:1
O -0.6544 -0.7424 0.2974 0.090 0.137 -0.037 -0.4979
P 0.8486 -0.3765 0.9895 0.013 -0.021 0.083 0.0714
Br 1.9675 -2.2050 0.2254 0.018 -0.072 -0.068 -0.4234
In 1.7129 1.4710 -0.6194 -0.002 0.029 -0.081 0.6982
H -1.3088 -0.2169 0.7724 -0.029 -0.069 0.106 0.2993
H 1.1549 1.0687 -2.2339 -0.029 -0.053 -0.031 -0.3663
H 0.8669 2.8687 0.0584 -0.027 0.043 0.018 -0.3842
H 3.4502 1.6307 -0.4706 0.034 -0.026 0.030 -0.3095
C 0.2851 5.0140 -4.7664 -0.035 0.055 -0.021 -1.1769
C -0.0346 5.2936 -6.0364 -0.065 -0.047 -0.047 0.4271
C -0.9997 4.4459 -6.8571 0.083 0.117 -0.025 1.1277
O -1.1990 4.8419 -7.9989 -0.014 -0.029 0.020 -0.6792
C -1.5818 3.2728 -6.2713 -0.013 -0.003 0.029 -1.0439
C -1.2560 2.9762 -4.9983 0.124 0.010 0.071 0.4013
C -0.3341 3.8584 -4.1552 -0.126 -0.342 -0.030 0.9642
O -0.1926 3.4922 -3.0090 0.069 0.287 0.048 -0.4796
O -1.6854 1.9186 -4.3478 0.036 0.040 -0.007 -0.5723
O 0.4390 6.3288 -6.7211 -0.022 -0.018 -0.017 -0.6006
H 0.9641 5.6147 -4.1786 0.002 0.004 -0.009 0.4417
H -2.2392 2.6565 -6.8673 0.002 -0.003 0.005 0.4211
H -1.2407 1.9417 -3.4666 -0.024 -0.025 -0.023 0.3626
H 0.0134 6.2513 -7.6033 0.024 0.010 0.036 0.3824
C 0.8465 2.9801 3.2775 -0.007 0.025 0.010 -0.9477
C 1.6340 3.4233 4.2684 0.015 -0.019 0.083 0.4418
C 1.5460 2.9023 5.6965 0.085 0.098 -0.048 1.0235
O 2.3234 3.4049 6.4956 -0.037 -0.027 -0.010 -0.6698
C 0.5903 1.8742 6.0163 -0.041 -0.018 -0.011 -0.9997
C -0.1947 1.4206 5.0259 0.023 0.008 -0.085 0.2468
C -0.1268 1.9703 3.6054 -0.038 -0.155 -0.044 1.0007
O -0.9281 1.4823 2.8269 -0.115 0.059 0.036 -0.6187
O -1.1018 0.4714 5.1639 0.022 0.011 -0.020 -0.5828
O 2.5680 4.3544 4.1232 -0.015 -0.025 0.022 -0.6003
H 0.9140 3.3161 2.2496 0.025 -0.003 0.001 0.4640
H 0.5461 1.4917 7.0257 0.001 -0.005 -0.005 0.4191
H -1.4681 0.3471 4.2586 0.006 0.011 0.044 0.3991
H 2.9718 4.4471 5.0116 -0.013 0.004 -0.038 0.3774
C 0.1035 -5.5619 0.6559 -0.037 0.019 0.024 -0.6338
C -0.9563 -5.5468 1.4833 -0.048 -0.071 0.031 0.2572
C -1.7700 -6.7923 1.8186 -0.015 0.149 0.044 1.0068
O -2.7025 -6.6295 2.5896 0.018 -0.037 -0.027 -0.6648
C -1.4052 -8.0544 1.2257 0.034 -0.020 -0.032 -1.0797
C -0.3475 -8.0711 0.4010 0.052 0.084 -0.017 0.3357
C 0.4716 -6.8218 0.0729 0.008 -0.166 -0.054 1.0989
O 1.4066 -7.0168 -0.6888 -0.026 0.039 0.027 -0.6650
O 0.1089 -9.1488 -0.2150 0.016 0.036 -0.001 -0.5937
O -1.4025 -4.4645 2.0931 -0.013 -0.017 0.010 -0.5274
H 0.6735 -4.6711 0.4234 -0.013 0.014 0.017 0.2523
H -1.9858 -8.9346 1.4615 0.006 -0.003 -0.004 0.4174
H 0.8820 -8.8186 -0.7300 -0.037 -0.027 0.019 0.3992
H -2.1730 -4.7585 2.6219 0.034 0.014 -0.025 0.3806
```
Positions in Å, forces in eV/Å.

Frontier orbital gap (eV): 4.4
HOMO (eV): -3.89
Strongest force on any atom (eV/Å): 0.37
Charge: -1
Energy (Ha): -4779.1540


Entry from the Open Molecules 2025 dataset: the molecule C6H5N3 (the ωB97M-V functional and the def2-TZVPD basis).

XYZ file:
```
14
Properties=species:S:1:pos:R:3:forces:R:3:nbo_charge:R:1
C 1.3551 0.2491 -1.1004 -0.292 -1.622 2.837 -0.6120
C 0.0820 -0.4611 -0.6818 -2.904 2.643 0.250 -0.2420
C 0.2952 -1.5683 0.1405 1.128 -3.239 3.241 0.2250
N 0.5735 -2.3986 0.9135 -0.677 1.479 -1.667 -0.2561
C -0.8587 0.7022 0.3225 2.082 -2.196 -0.262 -0.3692
C -0.0873 0.8769 1.6174 -1.371 0.295 -3.344 0.2560
N 0.4830 1.1294 2.5622 0.998 0.223 1.649 -0.2530
C -2.1092 0.0721 0.7007 -0.107 0.478 -1.037 0.2479
N -3.1084 -0.4640 0.8391 -0.501 -0.291 0.322 -0.2471
H 2.1022 -0.4401 -0.7202 0.863 0.249 -1.063 0.2473
H 1.5186 1.1699 -0.5982 -0.047 0.918 0.373 0.2253
H 1.1629 0.3593 -2.0894 0.933 0.550 -3.185 0.2249
H -0.4915 -0.8273 -1.5847 0.092 0.888 1.097 0.2631
H -0.9173 1.6003 -0.3212 -0.197 -0.377 0.790 0.2900
```
Positions in Å, forces in eV/Å.

Frontier orbital gap (eV): 11.8
ΔE to the lowest compared entry with this formula, charge and spin (kcal per mole): 62.13
HOMO (eV): -11.63
Strongest force on any atom (eV/Å): 4.72
Structure (SMILES): C[C@@H](C#N)C(C#N)C#N
Energy (Ha): -395.8098


Entry from the Open Molecules 2025 dataset: the molecule C4H5N3 (the ωB97M-V functional and the def2-TZVPD basis).

XYZ file:
```
12
Properties=species:S:1:pos:R:3:forces:R:3:nbo_charge:R:1
C 0.4516 -1.7982 -0.4619 -0.037 -0.516 -0.281 -0.3955
N -0.3941 -0.7558 0.0275 -0.856 -0.624 -0.131 -0.6723
C 0.1919 1.5516 0.1151 0.245 1.116 0.299 -0.2208
C -0.4691 0.4744 -0.5410 0.231 -0.091 0.328 0.2896
N -0.7769 1.0509 -1.5993 0.634 0.276 0.645 -0.1857
C -0.4163 2.2581 1.1823 -0.486 0.656 0.162 0.2145
N -0.9109 2.7910 2.0881 0.415 -0.448 -0.732 -0.2797
H 1.2956 -1.3673 -1.0139 -0.165 -0.085 0.128 0.2027
H -0.1120 -2.4448 -1.1262 0.263 -0.468 -0.201 0.1908
H 0.8420 -2.3638 0.3886 -0.018 -0.028 -0.235 0.2077
H -0.9852 -0.8758 0.8246 0.112 -0.253 0.375 0.4076
H 1.2833 1.4799 0.1160 -0.339 0.464 -0.355 0.2412
```
Positions in Å, forces in eV/Å.

Frontier orbital gap (alpha / beta) (eV): 8.2 / 8.5
ΔE to the lowest compared entry with this formula, charge and spin (kcal per mole): 111.32
HOMO (alpha / beta) (eV): -9.42 / -9.23
Strongest force on any atom (eV/Å): 1.18
Energy (Ha): -319.5348


Entry from the Open Molecules 2025 dataset: a structure of composition C22H18ClCrF6N5O5S3 (the ωB97M-V functional and the def2-TZVPD basis).

XYZ file:
```
61
Properties=species:S:1:pos:R:3:forces:R:3:lowdin_spin:R:1
Cr 0.2655 0.3923 0.7251 -0.680 -0.401 0.095 2.8703
Cl -4.1579 4.9205 4.0359 0.005 -0.015 -0.012 0.0017
C -2.9651 3.7775 3.5199 -0.006 0.017 0.004 0.0066
C -2.6445 2.6941 4.3498 -0.006 -0.009 0.031 0.0027
C -1.6878 1.7821 3.9790 0.005 0.012 -0.005 0.0033
C -1.0318 1.8955 2.7434 0.037 -0.003 -0.061 0.0068
O -0.0941 1.0180 2.4389 0.169 0.057 0.077 0.0493
C -1.3756 2.9810 1.9031 -0.031 -0.060 -0.051 0.0084
C -0.6928 3.1888 0.6712 0.030 0.069 0.108 0.0114
N 0.0265 2.2835 0.0920 -0.046 -0.016 -0.258 -0.0164
C 0.9568 2.6025 -0.9271 0.105 0.034 0.131 -0.0012
C 0.8360 3.5452 -1.9046 -0.034 -0.021 -0.101 0.0041
C 1.9166 3.7773 -2.7860 -0.019 0.018 0.010 -0.0017
C 3.0851 3.0810 -2.6733 0.021 -0.033 0.014 0.0032
C 3.2236 2.0798 -1.6803 0.008 0.015 -0.031 -0.0012
C 4.3789 1.2866 -1.5011 -0.008 0.011 -0.024 0.0119
C 4.4065 0.3383 -0.5167 0.006 -0.006 0.018 -0.0014
C 3.2719 0.1500 0.2901 0.054 0.073 0.094 0.0120
N 2.1770 0.8669 0.1468 0.212 0.080 -0.016 -0.0181
C 2.1447 1.8413 -0.8191 -0.002 -0.047 0.040 0.0008
C -2.3301 3.9300 2.3203 -0.004 0.001 0.000 0.0015
H -3.1606 2.5867 5.2945 0.016 0.010 0.009 -0.0001
H -1.4233 0.9546 4.6224 -0.007 0.000 0.007 0.0002
H -0.7286 4.1841 0.2301 0.007 0.008 0.019 -0.0010
H -0.0864 4.0989 -2.0244 0.012 0.023 0.015 0.0002
H 1.8086 4.5269 -3.5575 -0.009 -0.004 -0.004 -0.0002
H 3.9121 3.2765 -3.3431 -0.007 -0.011 -0.011 0.0001
H 5.2326 1.4378 -2.1500 0.005 0.002 0.008 0.0005
H 5.2774 -0.2797 -0.3533 0.006 0.012 0.016 -0.0004
H 3.2537 -0.6009 1.0705 -0.014 -0.030 -0.027 0.0001
H -2.5698 4.7687 1.6794 -0.006 -0.008 -0.009 -0.0001
F -1.2591 -2.7649 -1.6594 0.020 -0.034 -0.028 0.0001
C -0.9741 -2.0692 -2.7619 -0.097 0.080 0.004 -0.0005
F -1.9954 -2.1223 -3.5942 0.040 -0.042 -0.023 -0.0002
F 0.1054 -2.6009 -3.3322 -0.021 0.013 -0.044 0.0000
S -0.6038 -0.3157 -2.3214 -0.072 0.094 -0.155 0.0029
O 0.2815 -0.5017 -1.1566 0.051 0.192 0.045 0.0191
O -0.0074 0.2651 -3.4719 -0.038 -0.053 0.045 0.0013
N -1.9676 0.3436 -1.9713 0.051 -0.048 -0.030 0.0015
S -2.6212 0.5044 -0.5501 -0.044 0.014 -0.024 0.0019
O -1.7861 -0.0677 0.5181 0.194 0.249 0.058 0.0164
O -3.1552 1.8093 -0.3678 0.054 -0.058 0.023 0.0012
C -4.0719 -0.6299 -0.5811 -0.007 -0.014 0.012 -0.0006
F -3.6873 -1.8556 -0.9241 -0.043 0.039 0.014 0.0001
F -4.9549 -0.1771 -1.4524 0.027 -0.057 0.018 -0.0003
F -4.5969 -0.6536 0.6339 -0.039 -0.015 -0.029 0.0001
C -0.4670 -4.6199 2.0911 0.048 -0.001 0.020 0.0003
N 0.3587 -4.2073 0.9721 -0.011 -0.013 -0.049 -0.0006
C 0.7344 -5.1376 -0.0962 0.030 0.018 -0.002 -0.0001
C 1.6076 -4.2738 -1.0281 -0.068 -0.058 -0.088 0.0001
N 1.5546 -2.9693 -0.3732 0.034 -0.014 0.035 0.0014
C 0.8436 -2.9922 0.7589 0.158 -0.019 -0.089 0.0023
S 0.6670 -1.7037 1.8685 -0.092 0.027 0.047 -0.0002
H -1.1263 -5.4179 1.7545 -0.011 0.012 0.002 0.0001
H -1.0638 -3.7787 2.4333 0.000 0.011 0.005 0.0003
H 0.1425 -4.9853 2.9184 0.001 -0.020 -0.007 0.0000
H -0.1640 -5.5119 -0.5883 -0.004 -0.002 -0.004 -0.0001
H 1.2825 -5.9853 0.3145 -0.004 0.004 0.009 0.0001
H 1.2100 -4.2267 -2.0424 0.044 -0.015 0.131 0.0001
H 2.6346 -4.6331 -1.0722 0.004 -0.016 -0.005 0.0000
H 1.8546 -2.1071 -0.7947 -0.025 -0.052 0.026 0.0001
```
Positions in Å, forces in eV/Å.

Frontier orbital gap (alpha / beta) (eV): 7.1 / 7.1
ΔE to the lowest compared entry with this formula, charge and spin (kcal per mole): 8.47
Expectation value of S²: 3.78
HOMO (alpha / beta) (eV): -10.70 / -10.88
Strongest force on any atom (eV/Å): 0.80
Charge: +1
Spin multiplicity: 4
Energy (Ha): -4797.4894